Here is a molecular structure, C54H48As2N4O5SY at a distorted geometry from the OMol25 dataset. Energies are from ωB97M-V with the def2-TZVPD basis set.

The value obtained for the LUMO energy is -2.53 eV. The calculation puts the HOMO-LUMO gap at 5.0 eV. The charge is +1. Its spin multiplicity is 1. The molecular weight comes out at 1103.82 g mol⁻¹. For the HOMO energy, the calculation gives -7.5 eV. The value obtained for the energy is -206521.967 eV. The value obtained for the energy relative to the best compared isomer or geometry (same formula, charge and spin) is 6.463 eV. The calculation puts the largest force on an atom at 3.85 eV Å⁻¹.

Last column: Mulliken charge in e.
Positions of all 115 atoms, in Å:
Y 0.143 0.418 -0.066  1.19
C -0.752 -1.506 -2.870  -1.21
N -0.769 -1.830 -1.444  0.91
C -0.085 -3.117 -1.278  -1.69
C 0.139 -3.513 0.156  0.61
C 0.059 -4.844 0.550  -1.12
C 0.365 -5.167 1.861  -0.88
C 0.739 -4.151 2.727  -1.35
C 0.787 -2.853 2.243  -0.21
N 0.496 -2.542 0.988  1.40
C -2.165 -1.957 -0.983  -1.19
C -2.239 -1.937 0.520  0.37
C -2.817 -2.979 1.227  -0.71
C -2.853 -2.928 2.612  -1.09
C -2.314 -1.813 3.234  -1.24
C -1.760 -0.817 2.455  0.03
N -1.710 -0.860 1.121  1.74
C -1.326 -0.144 -3.157  0.44
C -1.989 0.080 -4.354  -0.98
C -2.458 1.351 -4.649  -0.84
C -2.243 2.360 -3.718  -1.03
C -1.587 2.049 -2.540  -1.39
N -1.135 0.823 -2.242  1.38
H -1.291 -2.267 -3.459  0.53
H 0.293 -1.516 -3.201  0.47
H 0.903 -3.036 -1.747  0.47
H -0.640 -3.915 -1.800  0.54
H -0.229 -5.610 -0.154  0.55
H 0.323 -6.191 2.198  0.47
H 0.997 -4.360 3.751  0.58
H 1.095 -2.021 2.866  0.34
H -2.615 -2.885 -1.368  0.42
H -2.743 -1.107 -1.367  0.49
H -3.221 -3.829 0.703  0.50
H -3.275 -3.738 3.184  0.49
H -2.330 -1.706 4.306  0.63
H -1.317 0.054 2.914  -0.14
H -2.131 -0.733 -5.051  0.55
H -2.979 1.543 -5.574  0.47
H -2.583 3.369 -3.897  0.60
H -1.414 2.823 -1.800  0.62
O 3.058 0.294 -1.448  -0.49
S 2.242 2.464 -1.174  0.80
O 2.826 3.763 -1.429  -0.83
O 1.431 0.748 -3.019  -0.08
O 0.515 2.450 0.473  1.44
C -2.499 7.106 -0.508  -0.62
C -1.411 6.340 -0.895  -1.19
C -1.330 5.012 -0.517  0.04
C -2.326 4.429 0.270  0.76
C -3.414 5.209 0.651  -0.58
C -3.499 6.536 0.261  -0.71
As -2.029 2.578 0.879  0.32
C -0.194 2.922 1.633  0.96
C 0.035 2.089 2.866  -1.71
C 1.268 1.888 3.307  -0.60
C 2.541 3.969 3.057  1.46
C 1.301 4.733 2.656  -1.85
C 0.189 4.326 2.048  0.02
C -3.278 2.521 2.410  0.05
C -3.180 3.384 3.496  -0.13
C -4.041 3.258 4.572  -0.76
C -5.004 2.261 4.577  -0.55
C -5.101 1.383 3.510  -0.63
C -4.238 1.511 2.435  -0.56
H -2.555 8.149 -0.781  0.42
H -0.611 6.780 -1.472  0.49
H -0.439 4.445 -0.778  0.16
H -4.188 4.785 1.280  0.45
H -4.344 7.130 0.578  0.45
H -0.843 1.794 3.433  1.46
H 1.488 1.344 4.216  0.41
H 3.387 4.417 2.515  0.60
H 1.351 5.783 2.922  0.49
H -0.576 5.076 1.876  0.53
H -2.418 4.157 3.487  0.46
H -3.964 3.937 5.408  0.44
H -5.673 2.163 5.417  0.40
H -5.844 0.599 3.517  0.45
H -4.309 0.829 1.590  0.34
O 1.724 -0.209 1.214  0.07
As 3.285 0.366 1.251  1.05
C 3.529 1.246 -0.497  -0.34
C 2.665 1.165 -2.513  0.51
C 3.696 1.465 -3.501  -1.05
C 4.941 1.865 -3.187  -0.60
C 5.459 2.090 -1.869  -0.81
C 4.858 1.818 -0.697  -0.03
C 3.628 1.622 2.656  -0.19
C 2.427 2.516 2.587  0.66
C 2.791 4.099 4.530  -1.06
C 3.555 3.297 5.298  -0.52
C 4.293 2.113 4.993  -0.97
C 4.320 1.359 3.839  -0.94
C 4.518 -1.145 1.100  0.71
C 4.036 -2.390 0.712  -0.30
C 4.908 -3.454 0.552  -0.85
C 6.264 -3.280 0.785  -0.53
C 6.748 -2.043 1.186  -0.84
C 5.880 -0.974 1.340  -0.49
H 1.554 0.379 -3.906  0.29
H 3.386 1.401 -4.537  0.45
H 5.617 2.083 -4.001  0.42
H 6.438 2.540 -1.830  0.46
H 5.327 2.133 0.233  0.44
H 2.182 2.613 1.520  -1.67
H 2.320 4.952 4.999  0.36
H 3.645 3.603 6.335  0.33
H 4.915 1.750 5.803  0.34
H 4.981 0.490 3.825  0.35
H 2.971 -2.503 0.542  0.20
H 4.527 -4.421 0.256  0.45
H 6.944 -4.111 0.665  0.40
H 7.801 -1.908 1.391  0.43
H 6.244 -0.002 1.656  0.42

***

Here is 2 unconnected molecules or ions with the total composition C3H7FO at a distorted geometry from the OMol25 dataset. Energies are from ωB97M-V with the def2-TZVPD basis set.

The value obtained for the LUMO energy (spin up / spin down) is 0.93 / -2.13 eV. The calculation puts the HOMO-LUMO gap (spin up / spin down) at 5.9 / 8.4 eV. The charge is 0. Its spin multiplicity is 3. The molecular weight comes out at 78.09 g mol⁻¹. For the HOMO energy (spin up / spin down), the calculation gives -5.0 / -10.5 eV. The value obtained for the energy is -7982.219 eV. The value obtained for the energy relative to the best compared isomer or geometry (same formula, charge and spin) is 1.998 eV. The calculation puts the largest force on an atom at 14.58 eV Å⁻¹. The expectation value of S² is 2.01.

Last column: Mulliken charge in e.
Positions of all 12 atoms, in Å:
C -2.309 -0.687 -1.072  -1.02
C 2.180 0.209 0.391  -0.55
C -1.715 -0.428 0.029  0.27
O 1.304 1.065 1.119  -0.50
F -2.005 0.559 0.831  -0.18
H -2.225 -1.451 -1.865  0.32
H -3.209 -0.250 -1.347  0.33
H 3.089 0.047 0.985  0.27
H 2.267 0.516 -0.654  0.29
H 1.696 -0.728 0.252  0.20
H -0.725 -0.888 0.320  0.28
H 1.651 2.035 1.012  0.31

***

Here is C5H6O in the gas phase from the OMol25 dataset. Energies are from ωB97M-V with the def2-TZVPD basis set.

The value obtained for the LUMO energy is 1.04 eV. The calculation puts the HOMO-LUMO gap at 11.2 eV. The charge is 0. Its spin multiplicity is 1. The structure (SMILES) is C#CC[C@H]1CO1. The molecular weight comes out at 82.10 g mol⁻¹. For the HOMO energy, the calculation gives -10.2 eV. The value obtained for the energy is -7326.498 eV. The value obtained for the energy relative to the best compared isomer or geometry (same formula, charge and spin) is 2.787 eV. The calculation puts the largest force on an atom at 0.47 eV Å⁻¹.

Last column: Mulliken charge in e.
Positions of all 12 atoms, in Å:
C -0.700 2.266 1.403  0.16
C -0.455 1.505 0.504  -0.39
C -0.157 0.619 -0.620  -0.82
C 0.737 -0.548 -0.289  0.08
C 0.138 -1.848 -0.080  -0.47
O 0.770 -1.529 -1.314  -0.42
H -0.916 2.943 2.197  0.41
H 0.314 1.190 -1.421  0.26
H -1.081 0.199 -1.030  0.29
H 1.661 -0.372 0.256  0.40
H -0.947 -1.895 -0.088  0.23
H 0.678 -2.575 0.517  0.26

***

Here is CH5N3O in the gas phase at a distorted geometry from the OMol25 dataset. Energies are from ωB97M-V with the def2-TZVPD basis set.

The value obtained for the LUMO energy is 1.03 eV. The calculation puts the HOMO-LUMO gap at 8.8 eV. The charge is 0. Its spin multiplicity is 1. The structure (SMILES) is N/N=C/NO. The molecular weight comes out at 75.07 g mol⁻¹. For the HOMO energy, the calculation gives -7.8 eV. The value obtained for the energy is -7630.939 eV. The value obtained for the energy relative to the best compared isomer or geometry (same formula, charge and spin) is 4.698 eV. The calculation puts the largest force on an atom at 10.31 eV Å⁻¹.

Last column: Mulliken charge in e.
Positions of all 10 atoms, in Å:
N 0.391 1.602 -0.882  -0.46
N 0.511 0.706 0.009  -0.22
C -0.437 -0.240 -0.228  -0.14
N -0.537 -1.423 0.694  -0.29
O 0.048 -1.278 1.972  -0.39
H 1.121 2.423 -0.817  0.25
H 0.406 1.405 -1.974  0.24
H -0.891 -0.570 -1.078  0.39
H -0.197 -2.245 0.151  0.26
H -0.415 -0.379 2.152  0.36